1.
Below is a molecular structure, C42H60AsBF4N3OP2Si3Ti at a distorted geometry, with properties calculated with the ωB97M-V functional and the def2-TZVPD basis.

```
118
C42H60AsBF4N3OP2Si3Ti the ωB97M-V functional and the def2-TZVPD basis
Ti -0.45 -0.06 0.03
C 0.28 1.32 4.09
C 0.51 0.37 2.97
O -0.18 0.47 1.89
N 1.43 -0.55 3.11
C 1.88 -1.50 2.08
C 2.64 -0.76 1.01
C 4.01 -0.92 0.90
C 4.72 -0.15 0.00
C 4.03 0.80 -0.74
C 2.66 0.89 -0.59
N 1.95 0.12 0.24
H -0.62 1.90 3.92
H 1.14 2.00 4.14
H 0.22 0.80 5.04
H 1.94 -0.54 3.98
H 1.02 -2.04 1.68
H 2.52 -2.22 2.57
H 4.51 -1.64 1.53
H 5.79 -0.26 -0.10
H 4.54 1.46 -1.43
H 2.11 1.64 -1.14
C -1.85 3.06 -2.96
N -1.36 2.05 -2.00
P -0.69 0.55 -2.53
C 0.59 0.88 -3.77
C 1.92 0.48 -3.64
C 2.85 0.78 -4.63
C 2.46 1.49 -5.76
C 1.13 1.87 -5.91
C 0.20 1.55 -4.93
C -1.91 -0.28 -3.54
C -3.27 -0.12 -3.29
C -4.21 -0.78 -4.07
C -3.79 -1.63 -5.09
C -2.43 -1.82 -5.32
C -1.49 -1.14 -4.56
P -0.42 2.54 -0.64
C 0.62 3.91 -1.25
C 1.57 3.71 -2.26
C 2.31 4.76 -2.77
C 2.12 6.05 -2.27
C 1.19 6.26 -1.27
C 0.44 5.21 -0.76
C -1.42 3.38 0.60
C -0.72 3.68 1.78
C -1.30 4.49 2.75
C -2.57 5.01 2.55
C -3.27 4.70 1.39
C -2.70 3.87 0.42
H -2.54 2.60 -3.66
H -1.02 3.52 -3.51
H -2.37 3.85 -2.42
H 2.25 -0.07 -2.78
H 3.88 0.45 -4.53
H 3.18 1.72 -6.53
H 0.82 2.40 -6.80
H -0.84 1.80 -5.10
H -3.57 0.54 -2.50
H -5.27 -0.63 -3.90
H -4.52 -2.14 -5.70
H -2.10 -2.48 -6.11
H -0.44 -1.28 -4.76
H 1.73 2.73 -2.69
H 3.03 4.58 -3.55
H 2.70 6.87 -2.66
H 1.04 7.26 -0.87
H -0.28 5.42 0.01
H 0.30 3.33 1.92
H -0.75 4.74 3.65
H -3.02 5.66 3.29
H -4.25 5.11 1.23
H -3.25 3.65 -0.48
C -5.48 1.98 1.28
Si -5.24 0.88 -0.18
C -6.55 -0.40 -0.26
C -5.22 1.88 -1.73
As -2.97 -0.24 0.28
Si -3.22 -0.56 2.69
C -1.90 -1.71 3.37
C -4.90 -1.31 2.93
C -3.14 1.07 3.60
Si -3.20 -2.67 -0.32
C -4.95 -3.10 -0.72
C -2.66 -3.75 1.08
C -2.19 -3.09 -1.82
H -6.35 1.63 1.85
H -5.70 2.98 0.93
H -4.63 2.04 1.95
H -7.47 0.19 -0.21
H -6.56 -1.09 0.57
H -6.57 -0.96 -1.19
H -6.08 2.55 -1.63
H -5.38 1.30 -2.64
H -4.33 2.50 -1.87
H -2.36 -2.62 3.74
H -1.40 -1.23 4.21
H -1.14 -2.01 2.64
H -5.04 -2.26 2.41
H -5.69 -0.63 2.62
H -5.03 -1.50 4.00
H -2.61 1.86 3.07
H -2.65 0.90 4.56
H -4.14 1.43 3.82
H -5.66 -2.96 0.10
H -4.93 -4.17 -0.95
H -5.32 -2.58 -1.60
H -3.24 -3.63 1.99
H -1.60 -3.67 1.33
H -2.83 -4.77 0.72
H -2.81 -3.08 -2.72
H -1.81 -4.11 -1.69
H -1.33 -2.46 -2.01
F -0.29 -1.81 0.05
B 1.51 -3.19 -1.72
F 2.32 -3.43 -0.71
F 0.96 -4.15 -2.40
F 1.32 -1.92 -2.09
```

Calculated values
**HOMO**: -16.053 eV
**Largest force on an atom**: 0.0262 Eh/bohr
**Net charge**: +3
**Frontier orbital gap**: 6.57 eV

2.
Below is a gas-phase ion, C7H8N4O (charge +2) at a distorted geometry, with properties calculated with the ωB97M-V functional and the def2-TZVPD basis.

```
20
C7H8N4O the ωB97M-V functional and the def2-TZVPD basis
C -0.21 -3.44 -0.86
N -0.17 -2.16 -0.56
C -0.98 -1.67 0.44
N -0.93 -0.39 0.80
C -0.08 0.56 0.08
N 0.06 1.89 0.27
C -0.69 2.79 1.11
C 1.24 2.20 -0.42
N 1.76 1.23 -1.07
C 1.02 0.10 -0.77
C 1.40 -1.15 -1.22
O 2.04 -1.92 -1.75
H 0.38 -3.72 -1.63
H -0.63 -4.32 -0.37
H -1.56 -2.31 1.05
H -1.73 -0.01 1.27
H -1.43 3.31 0.63
H -1.08 2.15 1.95
H 0.12 3.48 1.49
H 1.46 3.35 -0.47
```

Calculated values
**HOMO**: -18.044 eV
**Largest force on an atom**: 0.0799 Eh/bohr
**Net charge**: +2
**Frontier orbital gap**: 7.05 eV

3.
Below is a molecular structure, C32H28CoF5N4O3S5SbSe at a distorted geometry, with properties calculated with the ωB97M-V functional and the def2-TZVPD basis.

```
80
C32H28CoF5N4O3S5SbSe the ωB97M-V functional and the def2-TZVPD basis
Co 1.65 0.00 -0.73
Se -0.94 -6.30 -3.92
N -1.69 -4.71 -3.56
C -0.76 -3.92 -3.04
C -0.99 -2.57 -2.65
C -2.19 -1.88 -2.81
C -2.28 -0.57 -2.39
C -1.16 0.05 -1.84
N -0.01 -0.56 -1.69
C 0.10 -1.85 -2.07
C 1.35 -2.46 -1.85
N 2.29 -1.70 -1.21
C 3.50 -2.21 -1.06
C 3.86 -3.47 -1.53
C 2.91 -4.27 -2.15
C 1.62 -3.78 -2.30
C 0.54 -4.51 -2.88
N 0.66 -5.77 -3.29
H -3.03 -2.39 -3.26
H -3.20 -0.02 -2.50
H -1.22 1.08 -1.50
H 4.23 -1.61 -0.54
H 4.88 -3.81 -1.40
H 3.15 -5.26 -2.50
S 6.50 0.44 -1.30
Sb 4.57 1.58 -0.79
S 3.27 0.39 0.86
S 2.84 1.02 -2.41
S 4.94 3.72 -0.03
C 1.55 4.15 2.77
C 1.55 3.70 1.32
S 0.86 2.00 1.20
O 0.97 1.74 -0.27
C -0.95 2.36 1.38
C -1.48 3.33 0.34
H 2.11 5.08 2.86
H 2.03 3.40 3.39
H 0.54 4.32 3.14
H 2.57 3.60 0.96
H 1.01 4.36 0.65
H -1.13 2.69 2.40
H -1.39 1.37 1.25
H -1.37 4.37 0.66
H -2.54 3.15 0.15
H -0.93 3.19 -0.59
C -3.22 -2.53 5.99
C -2.18 -2.24 4.95
C -0.88 -1.90 5.30
C 0.08 -1.58 4.37
C 1.44 -1.17 4.84
C -0.26 -1.57 2.99
C 0.68 -1.04 2.06
O 0.40 -0.55 0.93
C -1.58 -1.95 2.61
C -1.98 -2.01 1.17
C -2.50 -2.28 3.59
H -2.78 -2.55 6.98
H -3.71 -3.48 5.79
H -3.99 -1.76 5.98
H -0.62 -1.86 6.35
H 1.49 -1.21 5.93
H 1.67 -0.15 4.52
H 2.21 -1.82 4.44
H 1.71 -0.95 2.41
H -1.22 -2.51 0.57
H -2.08 -1.01 0.77
H -2.93 -2.54 1.06
H -3.50 -2.57 3.30
F -2.93 5.59 -5.35
C -2.10 4.63 -4.86
C -1.15 4.94 -3.89
F -1.06 6.22 -3.44
C -0.32 3.97 -3.39
F 0.57 4.33 -2.43
C -0.34 2.59 -3.80
O 0.38 1.69 -3.34
C -1.33 2.35 -4.82
F -1.48 1.08 -5.29
C -2.17 3.32 -5.32
F -3.10 3.01 -6.26
```

Calculated values
**HOMO (alpha / beta)**: -0.396 / -2.605 eV
**Spin multiplicity**: 4
**Largest force on an atom**: 0.0521 Eh/bohr
**Net charge**: -2
**⟨S²⟩**: 3.7983
**Frontier orbital gap (alpha / beta)**: 2.91 / 5.11 eV

4.
Below is 5 unconnected molecules or ions with the total composition C19H39N7P at a distorted geometry, with properties calculated with the ωB97M-V functional and the def2-TZVPD basis.

```
66
C19H39N7P the ωB97M-V functional and the def2-TZVPD basis
C -5.50 4.74 1.81
P -4.98 2.99 1.83
C -5.26 2.46 0.12
N -3.20 2.98 1.97
C -2.50 4.13 1.85
N -1.75 4.65 2.87
N -2.51 4.74 0.68
H -5.59 5.16 0.81
H -4.86 5.39 2.40
H -6.48 4.75 2.29
H -6.30 2.14 0.02
H -4.64 1.60 -0.14
H -5.07 3.24 -0.61
H -2.91 2.42 2.76
H -1.97 5.62 3.06
H -1.93 4.15 3.74
H -2.30 5.72 0.58
H -2.67 4.20 -0.16
C -3.06 1.68 -3.58
C -4.15 2.67 -3.99
C -5.53 2.01 -4.12
C -5.51 0.96 -5.13
N -5.48 0.13 -5.92
H -2.94 0.89 -4.32
H -2.10 2.19 -3.48
H -3.30 1.21 -2.62
H -3.89 3.13 -4.94
H -4.21 3.47 -3.25
H -6.28 2.75 -4.39
H -5.83 1.56 -3.16
C -0.48 -1.48 -2.75
C 0.57 -1.03 -1.74
C 0.17 -1.32 -0.29
C -1.06 -0.61 0.07
N -2.02 -0.05 0.35
H -1.41 -0.93 -2.61
H -0.13 -1.29 -3.77
H -0.68 -2.54 -2.66
H 0.77 0.04 -1.86
H 1.51 -1.55 -1.94
H 0.95 -1.01 0.40
H 0.01 -2.39 -0.15
C 5.58 -1.05 -0.74
C 5.87 -2.40 -0.09
C 5.32 -3.58 -0.89
C 3.86 -3.51 -1.02
N 2.72 -3.44 -1.13
H 4.51 -0.86 -0.80
H 6.02 -0.24 -0.15
H 6.00 -0.99 -1.74
H 5.45 -2.42 0.92
H 6.95 -2.54 0.01
H 5.57 -4.52 -0.39
H 5.75 -3.61 -1.89
C 3.70 -4.20 3.72
C 4.83 -4.41 4.72
C 6.17 -3.85 4.23
C 6.60 -4.50 2.99
N 6.93 -5.00 2.02
H 3.91 -4.72 2.78
H 2.76 -4.58 4.11
H 3.57 -3.14 3.49
H 4.94 -5.47 4.93
H 4.58 -3.92 5.66
H 6.95 -3.99 4.98
H 6.09 -2.78 4.04
```

Calculated values
**HOMO**: -12.539 eV
**Largest force on an atom**: 0.0248 Eh/bohr
**Net charge**: +1
**Frontier orbital gap**: 9.17 eV

5.
Below is a molecular structure, C28H32AlFN3O5 at a distorted geometry, with properties calculated with the ωB97M-V functional and the def2-TZVPD basis.

```
70
C28H32AlFN3O5 the ωB97M-V functional and the def2-TZVPD basis
C 4.35 -5.84 1.60
C 3.86 -6.18 0.16
O 3.89 -4.94 -0.62
C 2.66 -4.41 -0.82
O 1.71 -5.01 -1.24
C 2.55 -2.92 -0.51
C 1.87 -2.66 0.89
C 0.47 -2.05 0.63
C 0.39 -0.57 0.32
C 1.45 0.29 0.07
F 2.69 -0.15 0.10
C 1.25 1.61 -0.24
C -0.08 2.15 -0.35
C -1.18 1.35 -0.08
C -2.59 1.96 -0.15
C -3.50 1.41 -1.31
C -3.69 2.31 -2.50
N -4.01 3.69 -2.34
O -3.60 1.79 -3.63
C -0.93 0.00 0.24
C -2.11 -0.90 0.53
C -2.40 -1.01 2.04
C -1.49 -0.73 3.03
C -1.81 -0.82 4.40
C -3.07 -1.21 4.83
C -3.99 -1.51 3.84
C -3.67 -1.42 2.46
C -4.77 -1.80 1.49
C 0.02 3.60 -0.75
O -0.76 4.50 -0.77
N 1.44 3.72 -1.13
N 1.67 4.07 -2.38
C 2.79 4.78 -2.60
C 4.02 4.12 -3.13
C 2.86 6.26 -2.39
C 2.28 2.68 -0.51
O 3.44 2.70 -0.25
H 4.85 -4.87 1.65
H 5.02 -6.66 1.90
H 3.47 -5.83 2.25
H 4.55 -6.86 -0.35
H 2.86 -6.61 0.25
H 3.53 -2.43 -0.54
H 1.94 -2.44 -1.28
H 1.78 -3.63 1.39
H 2.49 -2.03 1.53
H -0.03 -2.64 -0.15
H -0.13 -2.22 1.54
H -3.07 1.77 0.81
H -2.49 3.04 -0.30
H -4.51 1.28 -0.87
H -3.20 0.41 -1.64
H -3.67 4.23 -3.14
H -5.03 3.77 -2.42
H -3.04 -0.54 0.08
H -1.96 -1.92 0.14
H -0.48 -0.43 2.76
H -1.04 -0.57 5.12
H -3.33 -1.28 5.88
H -4.98 -1.81 4.18
H -5.58 -2.32 2.01
H -4.42 -2.48 0.70
H -5.23 -0.89 1.06
H 4.80 4.15 -2.34
H 4.43 4.70 -3.97
H 3.85 3.08 -3.42
H 3.78 6.62 -2.86
H 2.93 6.53 -1.32
H 2.03 6.78 -2.91
Al -2.14 3.24 -4.69
```

Calculated values
**HOMO**: -15.570 eV
**Largest force on an atom**: 0.0753 Eh/bohr
**Net charge**: +3
**Frontier orbital gap**: 1.96 eV

6.
Below is a molecular structure, C25H30Cl3O7Sn at a distorted geometry, with properties calculated with the ωB97M-V functional and the def2-TZVPD basis.

```
66
C25H30Cl3O7Sn the ωB97M-V functional and the def2-TZVPD basis
C 1.06 0.17 -6.25
C 0.12 1.00 -5.34
C 2.34 -0.15 -5.43
C 2.40 0.97 -4.37
H 3.20 -0.17 -6.10
H 2.21 -1.13 -4.94
C 0.85 1.18 -4.02
H -0.83 0.47 -5.23
H -0.06 1.98 -5.81
C 0.33 0.13 -3.03
H 0.71 2.19 -3.59
H 2.72 1.90 -4.88
C 3.30 0.73 -3.23
C 0.49 -1.14 -6.74
C 1.41 0.89 -7.57
O 2.54 1.32 -7.73
O -0.49 -1.70 -6.26
O 1.16 -1.64 -7.79
O 0.50 0.99 -8.57
C -0.96 0.83 -8.44
H -1.32 0.97 -7.41
H -1.23 -0.16 -8.85
H -1.37 1.61 -9.10
C 0.67 -2.92 -8.16
H 0.78 -3.63 -7.33
H 1.27 -3.22 -9.02
H -0.40 -2.87 -8.42
O 1.02 0.23 -1.82
H 0.44 -0.88 -3.46
H -0.75 0.28 -2.87
C 3.89 1.88 -2.54
C 3.68 -0.62 -2.81
H 4.24 -1.18 -3.58
H 2.79 -1.22 -2.54
H 4.29 -0.55 -1.90
H 3.89 1.69 -1.46
H 3.33 2.80 -2.74
H 4.94 2.05 -2.85
Sn 0.39 -0.03 0.07
C -0.64 1.84 1.64
C -0.10 2.27 0.36
C -1.20 2.19 -0.60
H 0.83 2.83 0.22
C -2.31 1.62 0.06
C -1.97 1.40 1.43
H -2.64 1.01 2.20
H -0.13 1.95 2.60
H -1.16 2.59 -1.61
H -3.29 1.43 -0.38
C 0.41 -2.30 0.66
C -0.86 -2.11 1.34
C -1.88 -2.08 0.36
H -0.97 -2.05 2.43
C -1.30 -2.31 -0.92
C 0.11 -2.45 -0.76
H 0.83 -2.77 -1.50
H 1.35 -2.57 1.13
H -2.94 -1.92 0.55
H -1.84 -2.43 -1.85
Cl 4.15 0.06 4.13
C 3.97 0.46 2.41
Cl 4.21 2.21 2.11
Cl 5.16 -0.45 1.43
C 2.51 0.14 1.95
O 1.57 0.00 2.74
O 2.41 0.10 0.64
```

Calculated values
**HOMO (alpha / beta)**: -3.325 / -3.833 eV
**Largest force on an atom**: 0.0428 Eh/bohr
**Net charge**: -1
**Frontier orbital gap (alpha / beta)**: 5.66 / 6.17 eV

7.
Below is 2 unconnected molecules or ions with the total composition C4H9NO2 at a distorted geometry, with properties calculated with the ωB97M-V functional and the def2-TZVPD basis.

```
16
C4H9NO2 the ωB97M-V functional and the def2-TZVPD basis
C 0.72 0.99 -1.08
C 0.98 -0.14 -0.12
N 1.80 0.19 0.92
O 0.98 -1.37 -0.51
H 1.63 1.15 -1.67
H -0.07 0.72 -1.77
H 0.45 1.92 -0.57
H 2.10 -0.57 1.51
H 1.79 1.11 1.31
C -1.20 -1.41 0.04
C -1.26 -0.24 0.77
O -1.96 0.89 0.36
H -1.03 -2.37 0.52
H -1.59 -1.45 -0.97
H -1.17 -0.26 1.85
H -2.15 0.83 -0.58
```

Calculated values
**HOMO**: -7.640 eV
**Largest force on an atom**: 0.1217 Eh/bohr
**Frontier orbital gap**: 8.37 eV

8.
Below is a molecular structure, C19H28AuNO5Si3, with properties calculated with the ωB97M-V functional and the def2-TZVPD basis.

```
57
C19H28AuNO5Si3 the ωB97M-V functional and the def2-TZVPD basis
Au -1.04 0.75 -0.28
O -7.38 1.36 0.14
C -6.20 1.23 0.06
C -5.41 -0.08 0.24
O -5.88 -1.16 0.47
C -3.97 0.27 0.06
C -3.84 1.69 -0.24
O -2.74 2.24 -0.44
C -5.18 2.34 -0.25
O -5.43 3.50 -0.45
O -2.99 -0.50 0.13
C 1.69 1.05 2.36
Si 0.86 -0.56 1.85
C -0.73 -0.63 2.85
C 1.99 -1.96 2.40
C 0.54 -0.65 0.00
Si -0.03 -2.34 -0.62
C -1.08 -3.28 0.61
C -1.06 -2.20 -2.18
C 1.48 -3.40 -1.00
Si 1.91 0.09 -1.01
C 1.73 -0.11 -2.87
C 3.65 -0.39 -0.54
C 1.71 1.98 -0.77
C 2.72 2.94 -0.83
C 2.41 4.28 -0.69
C 1.09 4.65 -0.51
C 0.12 3.67 -0.47
N 0.44 2.38 -0.59
H 1.84 1.03 3.44
H 1.07 1.92 2.14
H 2.67 1.21 1.90
H -0.50 -0.74 3.91
H -1.39 -1.44 2.56
H -1.29 0.31 2.74
H 2.19 -1.87 3.47
H 2.95 -1.94 1.88
H 1.54 -2.95 2.24
H -2.02 -2.76 0.80
H -0.59 -3.46 1.57
H -1.32 -4.26 0.18
H -2.02 -1.72 -1.97
H -1.28 -3.20 -2.56
H -0.57 -1.65 -2.98
H 2.13 -3.51 -0.13
H 2.09 -2.99 -1.81
H 1.16 -4.40 -1.31
H 1.81 -1.15 -3.18
H 2.53 0.45 -3.37
H 0.78 0.28 -3.22
H 3.79 -1.47 -0.67
H 3.89 -0.15 0.50
H 4.38 0.11 -1.18
H 3.75 2.62 -0.97
H 3.19 5.03 -0.72
H 0.80 5.69 -0.40
H -0.93 3.89 -0.34
```

Calculated values
**HOMO (alpha / beta)**: -8.094 / -9.244 eV
**Spin multiplicity**: 3
**Largest force on an atom**: 0.0023 Eh/bohr
**⟨S²⟩**: 2.0209
**Frontier orbital gap (alpha / beta)**: 7.52 / 6.63 eV